66
Properties=species:S:1:pos:R:3:mulliken_charge:R:1 method="wB97M-V/def2-TZVPD" total_charge=-2 multiplicity=1 e_homo_ev=-1.5 total_energy_ha=-4267.06428 relative_energy_ev=1.216 lumo_ev=4.260
H -1.090 0.926 -5.048 0.340
H 0.427 3.151 -5.878 0.373
O 5.444 2.385 0.045 -0.781
H 0.875 4.500 -4.806 0.356
H -2.406 -1.485 -2.283 0.300
As -0.222 2.671 -3.419 0.725
C 0.565 3.468 2.685 -0.740
N -0.331 -0.686 2.013 0.725
H -1.724 0.685 -3.396 -0.011
C -0.473 -2.386 -2.285 0.424
H -2.146 -5.308 -4.207 0.359
H 3.924 0.691 1.874 0.247
N -2.452 -1.059 3.148 0.004
C 3.740 1.741 1.595 -0.743
H 4.316 2.379 2.261 0.293
C -2.429 -3.397 -3.271 -0.709
S -1.083 3.926 -2.016 -0.560
H 0.677 4.553 2.628 0.439
O 2.745 3.380 3.541 -0.844
H -2.394 1.984 -4.428 0.392
H 1.323 -3.516 -2.406 0.422
N -0.363 -1.116 4.404 0.079
H 0.214 0.687 3.496 -0.104
H -2.786 -3.044 3.709 0.364
C -1.502 1.418 -4.166 -0.810
C -0.266 -2.543 4.114 -0.641
C -1.749 -0.322 2.076 -0.838
C 4.303 1.898 0.160 0.527
O 3.577 1.482 -0.797 -0.635
H 1.346 -0.653 3.264 0.122
H -0.757 -3.105 4.917 0.346
C 0.185 -1.253 -1.513 0.485
H -0.710 -2.360 0.822 0.154
H 1.644 1.114 -3.965 0.403
H -0.026 2.191 1.246 -0.047
H -0.812 4.288 -5.282 0.340
O -0.366 -0.124 -1.569 -0.720
N 2.314 2.044 1.697 0.255
C -1.829 -2.347 -2.592 -0.306
O 1.214 -1.537 -0.871 -0.881
H -2.220 -0.561 1.119 0.155
C 0.290 -0.380 3.301 -0.329
H -0.474 3.691 0.939 0.330
C 2.002 2.907 2.648 0.363
Ag 1.445 0.777 -0.018 0.512
H -1.862 0.327 4.598 0.377
H -2.281 -1.289 5.221 0.341
N -0.409 3.019 1.694 -0.421
H -1.833 0.748 2.256 0.365
H 1.673 1.425 -2.212 -0.373
H 0.816 -2.408 1.713 0.148
H 0.184 3.256 3.693 0.159
H -3.487 -3.360 -3.504 0.371
C 0.106 3.760 -5.030 -1.224
C -2.294 -2.490 2.901 -0.694
C -0.320 -4.541 -3.361 -0.526
H 2.259 2.663 -3.320 0.405
C 1.517 1.876 -3.196 -0.228
H 0.789 -2.826 4.080 0.343
C -1.676 -4.495 -3.665 -0.311
C -1.779 -0.746 4.412 -0.675
N -0.892 -2.907 2.839 0.126
H 0.268 -5.400 -3.664 0.377
C -0.235 -2.121 1.774 -0.780
H -2.779 -2.746 1.955 0.334
C 0.273 -3.497 -2.669 -0.247